ORCA calculation (the ωB97M-V functional and the def2-TZVPD basis) on one molecule with the formula C4H10O.

Geometry as XYZ:
```
15
Properties=species:S:1:pos:R:3:forces:R:3:mulliken_charge:R:1
C -1.1801 -0.8558 1.3797 0.019 0.023 0.005 -1.10
C -0.1467 0.2368 1.0353 0.210 0.034 -0.182 -0.55
C 0.0532 0.3015 -0.5136 0.045 -0.106 -0.046 0.31
C 1.3231 0.8654 -1.2266 -0.101 0.216 0.260 -1.07
O 0.0180 -1.0569 -0.9293 -0.531 -0.596 -0.368 -0.57
H -0.8943 -1.7922 0.9011 -0.083 0.088 0.210 0.29
H -2.1822 -0.5987 1.0123 0.193 0.031 0.041 0.28
H -1.2534 -1.0319 2.4585 0.060 0.222 -0.135 0.36
H -0.5081 1.1950 1.4352 0.234 -0.075 -0.303 0.30
H 0.7913 0.0164 1.5569 0.018 -0.016 -0.211 0.32
H -0.8466 0.8303 -0.8831 0.295 -0.157 -0.119 0.23
H 1.1352 1.8205 -1.7174 0.034 0.182 0.255 0.31
H 2.2093 0.9491 -0.5939 -0.186 0.081 0.174 0.28
H 1.6171 0.1722 -2.0371 -0.287 0.242 0.426 0.30
H -0.1359 -1.0517 -1.8781 0.078 -0.168 -0.006 0.31
```
Forces are in eV/Å.

- ΔE to the lowest compared entry with this formula, charge and spin: 15.8 kcal/mol
- SMILES: CC[C@@H](C)O
- Molar mass: 74.12 g mol⁻¹
- HOMO level: -0.370 hartree